{"formula": "C22H49F5N9O5", "method": "wB97M-V/def2-TZVPD", "e_lumo_ha": -0.2130, "total_charge": 1, "e_homo_ev": -10.036, "gap_ev": 4.240, "elements": ["N", "C", "C", "C", "C", "N", "C", "N", "N", "C", "F", "F", "C", "F", "F", "F", "H", "H", "H", "H", "H", "H", "H", "H", "H", "H", "H", "H", "H", "H", "C", "O", "N", "C", "C", "H", "H", "H", "H", "H", "H", "H", "C", "O", "N", "C", "C", "H", "H", "H", "H", "H", "H", "H", "C", "O", "N", "C", "C", "H", "H", "H", "H", "H", "H", "H", "C", "O", "N", "C", "C", "H", "H", "H", "H", "H", "H", "H", "C", "O", "N", "C", "C", "H", "H", "H", "H", "H", "H", "H"], "positions_angstrom": [[2.75720, 1.83380, -0.05647], [3.10330, 0.41219, 0.24213], [3.99659, 0.32823, 1.57306], [5.54985, -0.01261, 1.31581], [6.07971, 0.80956, 0.05286], [7.57153, 0.95181, -0.03491], [8.10672, 1.79098, 1.02649], [8.68165, 1.17321, 2.07330], [8.02050, 3.22180, 0.82982], [7.13214, 3.89283, 1.79078], [7.92336, 4.88520, 2.42735], [6.56151, 3.04584, 2.74886], [5.91759, 4.70210, 1.11174], [4.76024, 3.91776, 0.97918], [6.26904, 5.35852, -0.05841], [5.57358, 5.70899, 2.04237], [2.57642, 2.37426, 0.79607], [3.48874, 2.29409, -0.61201], [2.12280, -0.14823, 0.40421], [3.58574, -0.05090, -0.68044], [3.54499, -0.49621, 2.22732], [3.98600, 1.30350, 2.18269], [5.59656, -1.13965, 1.09796], [6.19544, 0.13166, 2.25651], [5.76489, 0.21820, -0.87939], [5.54617, 1.82065, -0.04967], [8.05021, 0.03530, 0.00070], [9.46662, 0.50497, 1.99942], [8.31016, 1.29273, 3.03260], [7.76642, 3.40311, -0.15230], [0.15634, -1.83577, 1.33313], [1.07275, -1.81720, 0.52466], [-1.10818, -2.25193, 1.07456], [-2.14424, -2.24485, 2.08832], [-1.43609, -2.71983, -0.25971], [0.29598, -1.50235, 2.37436], [-2.51335, -3.26318, 2.22816], [-2.96334, -1.60308, 1.75659], [-1.75866, -1.87057, 3.03809], [-0.79704, -3.57094, -0.50753], [-1.24537, -1.91790, -0.97697], [-2.48373, -3.01870, -0.31278], [-5.69588, -3.68404, -1.06739], [-4.72181, -3.27460, -0.45588], [-5.76355, -3.84944, -2.41322], [-6.95861, -4.34210, -3.06812], [-4.60140, -3.52222, -3.22151], [-6.62915, -3.96090, -0.55124], [-6.71606, -5.26384, -3.60206], [-7.30994, -3.58952, -3.77848], [-7.74737, -4.54611, -2.34262], [-3.75613, -4.13706, -2.89752], [-4.34900, -2.47675, -3.07325], [-4.80501, -3.70440, -4.27542], [3.51012, 10.04702, 5.10299], [2.31326, 10.24480, 5.14876], [4.12039, 9.09245, 4.34392], [5.55735, 8.91389, 4.33964], [3.30202, 8.22932, 3.51478], [4.21990, 10.64763, 5.69433], [5.93287, 9.06112, 3.32361], [5.79245, 7.89910, 4.67198], [6.04142, 9.62877, 5.00616], [2.73689, 8.84215, 2.80857], [2.59712, 7.68671, 4.14941], [3.92544, 7.52066, 2.96910], [-7.91536, -7.99904, -0.68907], [-8.48434, -7.19035, -1.39771], [-6.58436, -8.28295, -0.73494], [-5.97318, -9.26011, 0.14278], [-5.75425, -7.58231, -1.69477], [-8.45579, -8.58373, 0.07243], [-5.20296, -8.76905, 0.74273], [-5.51721, -10.04786, -0.46212], [-6.71443, -9.70480, 0.80796], [-5.81652, -6.50851, -1.50288], [-6.12829, -7.78078, -2.70227], [-4.71759, -7.91029, -1.61658], [-4.71703, -0.19983, -5.17005], [-4.40374, -1.24498, -4.62756], [-5.18462, 0.90547, -4.53019], [-5.53830, 2.11661, -5.24276], [-5.33351, 0.86905, -3.08744], [-4.64179, -0.06793, -6.26113], [-4.92143, 2.94025, -4.87517], [-6.59228, 2.34190, -5.06282], [-5.37623, 2.00005, -6.31505], [-4.36246, 0.66164, -2.63139], [-6.02452, 0.06654, -2.81798], [-5.71587, 1.82098, -2.71904]]}